A molecular structure, C46H56ClN8O4STi. Source: the OMol25 dataset; level of theory: wB97M-V/def2-TZVPD.

**Highest occupied orbital energy (spin up / spin down)**: -7.44 / -9.52 eV
**Spin multiplicity**: 3
**Calculated total energy**: -115191.340 eV
**Relative energy (zero: lowest compared OMol25 entry of this formula, charge and spin)**: 67.8 kJ/mol
**E_LUMO (spin up / spin down)**: -1.64 / -1.84 eV
**Total charge**: +1
**Molecular weight**: 900.39 g/mol

Geometry as XYZ:
```
117
Properties=species:S:1:pos:R:3:forces:R:3:mulliken_charge:R:1
H 2.234 -2.687 -2.241 0.0 0.0 0.0 -0.09
C 0.866 -3.974 0.711 0.0 0.2 -0.1 -0.10
H -1.324 -4.840 -2.352 0.0 0.0 0.0 0.38
H -5.509 1.542 -0.633 0.0 0.0 0.0 0.33
C -0.270 -4.906 -2.611 0.0 0.0 -0.1 -1.26
C -1.794 -2.450 -3.527 0.0 0.0 -0.1 -1.18
H -3.331 -0.310 2.556 0.0 0.0 0.0 0.29
H -1.002 -5.144 4.745 0.0 0.0 0.0 0.44
H 4.295 2.360 -1.895 0.0 0.0 0.0 0.36
N 1.906 -0.079 -0.695 1.1 0.3 -0.9 0.86
N 0.225 -2.023 -0.586 -0.3 -0.6 -0.4 1.10
H -4.351 4.811 -0.721 0.0 0.0 0.0 0.44
C 1.083 -1.891 4.694 -0.1 0.1 -0.2 -0.04
O 0.631 -0.091 2.524 0.2 -0.2 1.8 -0.64
C -3.101 3.228 -1.460 -0.1 0.0 -0.1 0.14
C 2.726 -3.907 2.236 -0.1 -0.1 0.0 -0.92
N 0.396 -3.650 -2.312 0.1 0.0 0.2 0.39
N 0.777 1.818 0.702 1.0 1.6 0.8 0.60
C 1.388 2.726 1.094 -0.3 -0.1 -0.5 -0.21
C 1.327 -2.851 5.656 0.1 -0.1 0.1 -0.90
C -5.136 2.790 -3.320 0.0 0.0 0.0 -0.60
H -2.630 -0.682 -1.491 0.0 0.1 0.0 -0.13
O -1.605 0.888 0.158 -0.6 0.0 -0.4 -0.94
H -1.421 -3.404 3.004 0.0 0.0 0.0 0.53
H 0.178 -5.717 -2.027 0.0 0.0 0.0 0.38
C 1.504 5.884 0.323 0.0 -0.1 0.0 -0.40
H 3.867 -1.782 -1.572 0.1 0.0 0.0 0.14
H 0.518 5.520 -0.002 0.0 0.0 0.0 0.09
H -0.018 5.212 2.373 0.0 0.0 0.0 0.14
H -2.076 1.629 -2.446 -0.1 -0.1 0.0 -0.27
H -6.148 4.418 -2.354 0.0 0.0 0.0 0.40
C -5.571 -1.674 0.421 0.0 0.0 0.0 -0.52
C -0.268 -2.665 -1.613 -0.1 0.0 -0.2 -0.25
H 3.487 5.103 0.605 0.0 -0.1 0.0 0.39
C 1.692 -4.591 1.658 0.1 0.0 0.1 -1.42
S -1.928 2.164 0.891 -0.7 0.5 -0.3 0.86
H 4.549 -2.280 3.326 0.0 0.0 0.0 0.46
H -2.521 -3.241 -3.735 0.0 0.0 0.0 0.33
H -3.733 2.248 2.420 0.0 0.0 0.0 0.64
C 2.493 4.725 0.357 -0.1 0.2 -0.1 -0.29
O 1.400 6.502 1.589 0.1 0.0 0.0 -0.41
H 5.409 1.444 -0.861 0.0 0.0 0.0 0.34
C 0.552 1.453 -2.598 0.2 0.1 0.0 -1.04
C -5.263 0.663 -0.047 0.0 0.0 0.0 -0.03
N 3.958 0.288 -1.852 0.0 0.0 0.2 0.41
H 5.336 -1.179 -2.343 0.0 0.0 0.0 0.37
H -2.224 -1.504 -3.871 0.0 0.0 0.0 0.24
C 4.601 -0.981 -1.559 0.0 0.0 -0.1 -0.75
C 2.983 -2.564 1.881 -0.1 0.1 0.0 1.16
C -2.519 -1.747 -1.290 0.0 -0.1 0.1 -0.45
H 1.846 6.647 -0.376 0.0 0.0 0.0 0.43
H 4.965 0.073 2.716 0.0 0.0 0.0 0.44
H -3.880 1.229 -4.088 0.0 0.0 0.0 0.46
C -3.989 2.008 -3.344 0.0 0.0 0.0 -0.83
H 0.084 0.763 -3.312 0.0 0.0 0.0 0.51
C 4.855 1.430 -1.807 0.0 -0.1 -0.1 -1.25
Cl 0.913 -5.243 6.832 0.0 0.0 0.1 -0.21
H 2.091 -2.704 6.407 0.0 0.0 0.0 0.44
C 2.597 0.474 -1.643 -0.1 -0.2 -0.1 -0.78
C 2.205 -1.955 0.853 0.0 0.2 -0.2 -0.32
H -4.239 2.899 0.848 0.0 0.0 0.0 0.64
H -4.409 -2.461 2.046 0.0 0.0 0.0 0.39
H -6.055 -2.618 0.205 0.0 0.0 0.0 0.43
C -2.977 2.229 -2.424 0.1 0.0 0.0 0.68
C 3.982 -1.810 2.532 0.0 0.0 0.0 -1.02
C 2.543 -0.619 0.443 0.9 0.0 -0.2 0.26
H -2.277 -1.873 -0.240 0.0 0.0 0.0 -0.22
H 3.727 1.112 0.843 0.0 0.0 0.0 0.74
O -0.986 -1.292 1.750 -0.7 -0.8 1.1 -0.63
C -5.263 3.796 -2.373 0.0 0.0 0.0 -0.81
Ti 0.232 -0.152 0.573 -0.6 -0.4 -1.9 0.13
H -0.176 -5.157 -3.670 0.0 0.0 0.0 0.33
H 5.583 1.373 -2.621 0.0 0.1 0.0 0.36
H -0.889 -2.645 -4.096 0.0 0.0 0.0 0.42
N 1.995 1.275 -2.586 0.0 0.0 0.1 0.73
H 1.477 -5.609 1.959 0.0 0.0 0.0 0.42
H 2.947 4.812 2.998 0.0 -0.1 0.0 0.37
C -4.252 4.013 -1.449 0.1 0.0 0.0 -0.13
H -2.119 4.405 0.054 0.0 0.0 0.0 0.72
H -3.474 -2.236 -1.497 0.0 0.0 0.0 0.57
N -1.491 -2.353 -2.114 0.2 0.1 0.1 0.47
C 0.988 5.597 2.598 0.1 -0.1 0.0 -0.38
C 3.521 0.089 1.133 -0.3 -0.1 0.0 -0.74
H 3.644 1.500 -3.896 0.0 0.0 -0.1 0.40
C -4.651 -1.586 1.456 0.0 0.0 0.0 -0.69
H 0.323 2.474 -2.912 0.0 0.0 0.0 0.48
H 0.954 6.163 3.527 0.0 0.0 0.0 0.41
H -1.028 3.366 -0.900 0.1 0.1 0.0 -0.05
C -0.657 -3.267 3.759 0.0 0.2 -0.1 -0.18
H 2.348 0.467 -4.513 0.0 0.0 0.0 0.35
N 2.097 3.781 1.411 0.4 0.1 0.1 0.04
H 5.110 -0.992 -0.592 0.0 0.0 0.0 0.25
H -5.925 2.622 -4.041 0.0 0.0 0.0 0.42
C 1.963 4.432 2.719 -0.2 0.2 0.1 -0.55
C 0.099 -2.096 3.729 0.0 -0.4 0.4 -0.16
C -0.423 -4.232 4.719 0.0 -0.1 0.1 -1.00
C 1.841 -3.693 -2.374 0.0 0.1 0.0 -0.75
C -5.875 -0.549 -0.332 0.0 0.0 0.0 -0.89
H 0.134 1.272 -1.616 0.0 0.0 0.1 0.16
C 2.570 1.364 -3.924 0.0 0.0 0.0 -1.25
H 2.127 2.223 -4.429 0.0 0.0 0.0 0.37
H 2.134 -4.056 -3.361 0.0 0.0 0.0 0.49
C 1.114 -2.681 0.285 0.0 -0.5 -0.2 0.15
H -0.006 -4.491 0.329 0.0 0.0 0.0 0.69
H 1.631 3.712 3.464 0.0 -0.1 0.0 0.39
C -4.353 0.759 1.000 0.0 0.0 0.0 0.52
C -3.730 2.076 1.343 0.3 -0.1 0.0 -1.64
C 4.214 -0.501 2.188 0.1 -0.1 0.1 -1.78
C -0.109 -1.121 2.653 -0.4 0.4 0.1 1.07
C 0.582 -4.023 5.654 0.0 0.1 -0.1 0.43
H 2.527 4.213 -0.605 0.0 -0.1 0.0 0.08
H -6.597 -0.609 -1.136 0.0 0.0 0.0 0.42
H 1.662 -0.977 4.666 0.0 0.0 0.0 0.47
C -2.020 3.444 -0.454 0.0 -0.3 0.4 -0.54
C -4.046 -0.375 1.746 -0.1 0.0 0.0 0.19
H 3.346 -4.374 2.990 0.0 0.0 0.0 0.47
H 2.284 -4.345 -1.615 0.0 0.0 0.0 0.23
```
Forces are in eV/Å.



2 unconnected molecules or ions with the total composition C2H4OS2. Source: the OMol25 dataset; level of theory: wB97M-V/def2-TZVPD.

**Highest occupied orbital energy**: -9.98 eV
**Calculated total energy**: -25851.304 eV
**Relative energy (zero: lowest compared OMol25 entry of this formula, charge and spin)**: 500.9 kJ/mol
**E_LUMO**: -3.16 eV
**Molecular weight**: 108.19 g/mol

Geometry as XYZ:
```
9
Properties=species:S:1:pos:R:3:forces:R:3:mulliken_charge:R:1
H -0.833 0.944 -0.906 0.2 0.0 1.3 0.18
C -1.346 0.685 1.125 -0.2 -0.2 1.8 -0.49
S 3.107 -0.704 -1.451 0.3 0.1 0.2 0.07
H -1.021 0.618 2.106 0.6 -0.1 1.9 0.24
H 0.552 1.058 0.335 -0.8 0.0 0.0 0.18
O 0.455 -2.211 -1.813 5.0 1.1 4.5 -0.45
H -2.328 0.516 0.961 -3.1 -0.5 -0.5 0.26
C -0.537 0.919 0.181 3.3 0.7 -4.5 -0.37
S 1.951 -1.825 -0.540 -5.2 -1.2 -4.7 0.38
```
Forces are in eV/Å.



23 unconnected molecules or ions with the total composition H46O23. Source: the OMol25 dataset; level of theory: wB97M-V/def2-TZVPD.

**Highest occupied orbital energy**: -9.67 eV
**Calculated total energy**: -47840.627 eV
**Relative energy (zero: lowest compared OMol25 entry of this formula, charge and spin)**: 290.7 kJ/mol
**E_LUMO**: -0.43 eV
**Molecular weight**: 414.35 g/mol

Geometry as XYZ:
```
69
Properties=species:S:1:pos:R:3:forces:R:3:mulliken_charge:R:1
H -1.902 -2.461 3.961 0.3 -0.1 0.4 0.32
O -0.992 -2.540 0.904 -0.2 -0.6 -0.6 -0.41
H 0.953 1.128 -5.447 -0.3 -0.6 0.1 0.35
H -2.774 -0.683 3.172 0.3 -0.3 -0.2 0.13
O 2.635 -3.383 0.126 0.8 0.1 -0.4 -0.72
H -1.769 -1.956 -4.684 -0.1 0.2 0.0 0.27
H -4.404 -1.709 -1.950 0.1 0.3 -0.2 0.31
H -3.721 0.489 3.324 -0.4 0.3 0.2 0.34
O 1.456 2.367 -2.544 0.0 0.3 0.7 -0.65
H -4.478 1.544 1.540 0.0 -0.3 -0.5 0.31
O -0.902 4.943 1.196 0.1 0.8 0.0 -0.65
H -2.243 1.761 1.974 0.0 -0.3 0.2 0.35
H -0.448 -1.781 1.114 0.5 0.2 0.3 0.40
H -1.482 -2.714 1.708 -0.5 0.0 0.0 0.14
O 1.427 -4.327 2.349 0.1 0.1 0.3 -0.66
H -0.835 0.545 -3.707 -0.2 -0.2 -0.2 0.32
O -0.683 0.167 -5.709 0.1 -0.1 0.1 -0.63
H 1.760 -0.899 1.244 0.8 0.2 -0.2 0.28
O -0.083 0.881 -0.187 0.4 0.2 0.6 -0.73
O 3.125 4.470 3.182 0.1 0.1 0.5 -0.63
O 4.604 2.183 1.773 0.6 0.2 -0.1 -0.62
H 3.190 5.331 2.768 -0.1 0.2 -0.1 0.29
H 0.236 0.191 0.396 0.1 -0.1 0.5 0.34
O 2.060 3.517 0.521 0.4 0.0 0.3 -0.54
H 1.996 -3.422 0.837 -0.4 -0.1 0.7 0.44
H -4.855 -1.497 0.122 -0.1 -0.3 -0.3 0.48
H 1.525 2.373 -3.499 0.1 0.1 -0.9 0.36
O -4.539 -2.330 -1.234 0.1 -0.5 -0.5 -0.64
O 4.082 0.170 3.442 -0.3 -0.8 0.7 -0.60
H 2.070 2.048 -5.891 0.3 0.2 -0.1 0.30
O 0.237 -3.509 -1.802 0.4 0.0 -0.4 -0.65
H -3.404 -2.325 3.833 -0.5 -0.3 0.1 0.31
H -4.098 -0.767 1.212 0.2 0.1 0.2 0.31
H -4.751 -3.155 -1.669 -0.1 -0.3 0.0 0.28
O -1.696 -2.729 -4.124 -0.3 -0.2 -0.2 -0.62
H 0.479 -4.264 2.471 -0.4 0.1 -0.1 0.32
H 4.537 -0.537 2.986 0.0 -0.2 -0.1 0.27
H 4.525 0.967 3.152 -0.1 0.5 -0.3 0.35
O -3.115 0.080 2.705 0.2 0.5 0.1 -0.52
H 2.853 3.884 2.476 -0.1 0.0 -0.3 0.34
H 2.359 2.446 -2.238 0.2 -0.2 0.1 0.28
H 2.233 -3.879 -0.587 -0.2 0.2 -0.4 0.29
O 3.385 -0.794 0.298 0.1 1.0 0.0 -0.54
H -4.095 2.972 1.867 0.2 0.2 -0.2 0.34
O -0.540 0.529 -2.796 -0.4 -0.5 -0.1 -0.66
H 1.526 -1.170 2.715 0.2 0.1 0.3 0.26
O -1.936 2.363 1.296 -0.3 0.6 0.4 -0.56
H -0.983 -2.522 -3.520 0.4 0.0 0.3 0.36
H 1.564 -5.203 1.987 0.1 -0.3 0.0 0.29
H 1.540 2.713 0.506 -0.6 -0.5 -0.1 0.32
H 5.310 1.846 1.221 0.3 0.0 -0.2 0.29
H -1.330 4.098 1.336 -0.3 -0.6 0.0 0.43
H 3.207 -1.720 0.139 -0.2 -1.2 -0.4 0.34
H 0.219 1.111 -2.779 0.5 0.5 0.2 0.21
H -0.992 0.951 -6.162 -0.3 0.4 -0.1 0.33
H -0.432 -2.998 -1.345 -0.3 0.2 0.6 0.29
O -4.834 2.431 1.589 -0.5 0.1 0.4 -0.65
H 3.849 2.240 1.188 -0.5 0.1 -0.1 0.33
O 1.065 -0.998 1.894 -0.7 0.0 0.0 -0.66
O -4.953 -0.813 0.784 -0.3 0.5 0.7 -0.68
H -0.047 0.492 -1.061 -0.4 0.0 -0.5 0.48
H 2.387 3.607 -0.374 -0.1 0.2 -0.2 0.21
H -1.340 1.838 0.762 0.4 -0.4 -0.6 0.31
H 4.340 -0.727 0.287 0.1 0.1 0.1 0.25
H -0.754 -0.530 -6.360 0.0 -0.3 -0.2 0.27
H -0.003 4.719 0.953 0.3 0.0 0.0 0.31
H -0.079 -4.412 -1.758 -0.2 -0.2 -0.1 0.31
O 1.382 1.957 -5.233 0.2 0.4 -0.1 -0.67
O -2.625 -2.601 3.350 0.3 0.0 0.0 -0.70
```
Forces are in eV/Å.



9 unconnected molecules or ions with the total composition C9H34O9. Source: the OMol25 dataset; level of theory: wB97M-V/def2-TZVPD.

**Highest occupied orbital energy**: 0.61 eV
**Calculated total energy**: -28304.809 eV
**Relative energy (zero: lowest compared OMol25 entry of this formula, charge and spin)**: 79.8 kJ/mol
**E_LUMO**: 4.29 eV
**Total charge**: -2
**Molecular weight**: 286.36 g/mol

Geometry as XYZ:
```
52
Properties=species:S:1:pos:R:3:forces:R:3:mulliken_charge:R:1
O -3.426 -4.222 -1.373 -0.3 0.2 0.2 -0.55
C 2.916 1.032 3.761 0.6 -0.3 -0.1 -0.65
O 2.633 0.776 2.411 -0.5 0.5 0.6 -0.37
H -0.836 -0.876 -0.662 -0.4 0.0 -0.2 -0.29
C 1.441 4.004 -0.753 0.5 0.5 0.4 -0.60
C 2.304 0.017 -3.661 -0.4 0.9 -0.1 -0.27
O -4.430 3.570 -0.619 -0.2 -0.5 0.3 -0.55
H 0.018 -1.520 2.528 0.4 0.0 -0.3 -0.16
H -2.903 -2.248 -0.911 -0.4 -0.2 -0.2 0.22
H 0.074 1.687 0.912 0.9 -0.5 -0.3 0.23
C 0.699 -3.867 -2.563 1.7 0.6 0.4 -0.52
H -0.467 -3.160 2.974 0.2 -0.1 0.0 0.37
H 1.781 1.195 2.193 0.4 -0.2 -0.6 0.31
H 3.192 2.071 3.992 -0.1 0.1 -0.2 0.23
H 1.536 -0.757 -3.652 0.3 -0.4 0.1 0.10
H 0.334 -4.725 -1.947 -0.5 -0.3 -0.1 0.15
H 3.801 0.426 3.977 -0.1 0.0 0.2 0.26
H 2.127 0.734 4.464 -0.1 -0.1 -0.1 0.27
O 0.084 2.356 1.639 -0.5 0.6 0.9 -0.40
H 1.246 2.085 -1.069 0.4 -0.6 0.3 0.32
O 1.756 2.838 -1.449 -0.4 0.3 -0.3 -0.50
H 0.627 -4.140 -3.642 -0.3 -0.4 -0.2 0.30
O 0.788 0.308 -0.234 -1.2 1.5 0.4 -0.79
C -0.623 1.774 2.731 0.7 -0.7 -0.8 -0.55
O 0.907 -3.012 1.366 0.0 0.0 1.0 -0.43
H -3.130 -3.303 0.503 -0.3 0.0 -0.1 0.30
H -0.875 2.441 3.556 -0.1 0.6 -0.4 0.28
H -3.493 1.950 0.464 -0.5 -0.1 -0.4 0.23
O 3.391 -0.200 -2.798 0.4 0.2 -0.2 -0.47
H -0.049 -3.052 -2.442 -0.2 0.1 0.1 0.02
C -2.789 -3.263 -0.538 1.0 0.2 0.3 -0.33
O 1.973 -3.521 -2.203 -0.6 -0.3 -0.4 -0.91
H -2.781 3.519 0.632 0.2 0.0 -0.2 0.25
H -1.244 0.809 -0.152 -0.5 -0.2 0.0 -0.31
H 0.022 1.021 3.196 -0.3 -0.4 0.1 0.05
H -5.060 3.644 0.103 -0.1 0.1 -0.1 0.28
H 1.673 3.915 0.314 -0.3 -0.1 0.1 0.18
H -1.703 -3.404 -0.516 0.0 -0.2 -0.1 0.04
H -0.562 0.537 -1.760 -0.5 -0.2 -0.2 0.27
C -0.510 0.178 -0.712 1.6 0.1 0.2 0.31
H 3.915 -0.937 -3.119 -0.4 -0.4 0.1 0.26
H -1.509 1.292 2.314 -0.3 -0.1 0.5 0.20
H -3.286 -5.070 -0.944 0.1 -0.1 -0.2 0.30
H -2.627 2.667 -0.917 0.0 -0.1 0.1 0.17
H 0.644 -3.897 1.096 0.3 0.1 -0.4 0.25
H 2.074 4.834 -1.092 0.1 -0.2 -0.3 0.27
H 0.413 4.373 -0.866 -0.2 -0.3 0.0 0.22
C -3.296 2.872 -0.087 0.6 0.6 0.3 -0.40
C -0.175 -2.515 2.131 -0.5 -0.2 -0.6 0.10
H -1.035 -2.448 1.455 -0.2 0.3 0.3 -0.08
H 1.823 0.945 -3.343 0.0 -0.1 0.4 0.06
H 2.617 0.266 -4.687 0.1 -0.5 -0.2 0.34
```
Forces are in eV/Å.



2 unconnected molecules or ions with the total composition C5H12N3. Source: the OMol25 dataset; level of theory: wB97M-V/def2-TZVPD.

**Highest occupied orbital energy**: -12.61 eV
**Calculated total energy**: -9841.418 eV
**Relative energy (zero: lowest compared OMol25 entry of this formula, charge and spin)**: 269.6 kJ/mol
**E_LUMO**: -3.02 eV
**Total charge**: +1
**Molecular weight**: 114.17 g/mol

Geometry as XYZ:
```
20
Properties=species:S:1:pos:R:3:forces:R:3:mulliken_charge:R:1
H 2.331 0.555 -0.020 0.4 -0.5 -0.6 0.38
H 1.206 1.558 1.871 0.7 -0.3 0.1 0.32
N 0.107 3.272 1.501 0.2 -1.0 1.3 -0.47
C -1.256 -3.115 0.653 0.3 -0.2 -1.4 -0.62
H -2.235 -1.223 -1.251 -0.5 0.1 0.0 0.39
N 1.567 0.560 -0.697 -1.1 0.4 1.0 -0.18
H 0.155 2.215 -0.991 0.2 0.1 -0.2 0.48
H 0.018 -3.604 -1.007 0.0 0.7 0.6 0.30
H -0.777 3.532 1.091 0.1 0.0 -0.3 0.24
H 0.067 3.353 2.527 0.0 0.0 -0.9 0.27
N -0.263 -1.475 -0.834 -0.7 1.4 0.2 -0.39
H -1.457 -4.153 0.945 0.3 0.5 -0.1 0.25
C 0.757 1.721 -0.250 0.0 0.5 2.4 -0.62
C -0.468 -2.818 -0.397 -0.8 -0.8 0.1 -0.14
H 1.889 0.729 -1.661 0.1 -0.4 0.6 0.37
H 0.953 -0.362 -0.588 0.6 0.3 -0.8 0.43
C 0.739 2.105 1.077 -1.0 0.7 -2.7 -0.16
C -1.274 -0.743 -1.164 1.1 -1.3 0.5 -0.31
H -1.834 -2.332 1.112 0.1 0.2 0.4 0.30
H -1.182 0.336 -1.326 0.1 -0.5 -0.1 0.15
```
Forces are in eV/Å.